Run w
{"formula": "C3H6N2O2", "method": "the ωB97M-V functional and the def2-TZVPD basis", "elements": ["O", "H", "C", "N", "N", "O", "H", "C", "H", "C", "H", "H", "H"], "positions_angstrom": [[1.584, 1.591, -0.051], [2.887, -0.734, -0.918], [-2.490, 0.547, 0.005], [-0.219, 0.047, -0.102], [-1.100, 0.944, -0.188], [-0.388, -1.199, 0.044], [2.786, -0.847, 0.831], [2.176, -0.846, 0.006], [-2.633, -0.423, -0.276], [1.384, 0.424, -0.012], [-2.584, 0.701, 1.044], [-2.966, 1.441, -0.476], [1.564, -1.646, 0.094]], "smiles": "C/N=[N+](\\[O-])C(C)=O", "gap_ha": [0.3587, 0.3587]}

=====

Run x
{"formula": "C3H6N2O2", "method": "the ωB97M-V functional and the def2-TZVPD basis", "elements": ["H", "N", "C", "O", "H", "H", "C", "O", "H", "C", "N", "H", "H"], "positions_angstrom": [[0.386, -1.227, 1.844], [1.761, -1.053, -0.796], [-2.860, 1.533, 0.522], [0.743, -1.640, 1.111], [1.666, 0.791, -1.668], [2.345, -1.852, -0.654], [2.185, -0.220, -1.694], [-1.248, 0.565, 2.081], [2.615, -0.549, -2.603], [-1.945, 1.026, 1.287], [0.903, -0.669, 0.077], [-2.875, 2.529, -0.031], [-3.677, 0.768, 0.524]], "gap_ha": [0.3012, 0.3024]}

=====

Run y
{"formula": "C3H6N2O2", "method": "the ωB97M-V functional and the def2-TZVPD basis", "elements": ["H", "C", "C", "H", "H", "H", "N", "O", "H", "N", "O", "C", "H"], "positions_angstrom": [[3.340, -0.050, -0.430], [-2.179, 0.147, -0.069], [-0.964, -0.662, 0.285], [-0.929, -1.579, -0.351], [2.619, 1.290, 0.363], [1.439, -1.260, -0.631], [2.503, 0.505, -0.262], [-3.241, -0.302, -0.374], [-1.133, -1.065, 1.269], [0.237, 0.189, 0.251], [-2.003, 1.485, -0.049], [1.365, -0.263, -0.169], [-1.054, 1.565, 0.166]], "smiles": "N/C=N/CC(=O)O", "gap_ha": 0.3790}

=====

Run z
{"formula": "C3H6N2O2", "method": "the ωB97M-V functional and the def2-TZVPD basis", "elements": ["O", "N", "H", "H", "H", "C", "C", "C", "O", "H", "H", "H", "N"], "positions_angstrom": [[1.952, 2.486, 2.062], [0.355, 0.997, 1.424], [0.769, -1.375, -1.016], [1.585, -0.978, 1.246], [0.245, 3.073, 1.161], [-0.646, 0.779, 0.736], [-0.042, -1.711, -1.658], [0.892, 2.271, 1.552], [-1.099, -1.153, -1.753], [-1.851, 0.150, -0.661], [1.845, -1.645, 0.989], [0.353, -2.599, -2.172], [-1.714, 0.598, 0.236]], "smiles": "N=C=NC=O.[H][H].C=O", "gap_ha": 0.3808}

=====

It is run y that is most stable; the runner-up trails by 3.020 eV.

=====

Run w
{"formula": "C3H6N2O2", "method": "the ωB97M-V functional and the def2-TZVPD basis", "elements": ["H", "O", "O", "H", "N", "C", "C", "C", "H", "H", "N", "H", "H"], "positions_angstrom": [[0.975, 1.327, -0.594], [-1.711, -0.277, 3.428], [1.460, -0.761, -0.802], [0.486, -0.547, -2.581], [0.132, 1.750, -0.213], [-1.277, 0.563, 2.692], [0.503, -1.244, -1.737], [-0.519, 1.082, 0.562], [1.358, -1.279, 0.007], [-0.871, 1.529, 3.050], [-1.270, 0.425, 1.290], [0.779, -2.237, -2.117], [-0.503, -1.286, -1.295]], "smiles": "N=C=NC=O.CO", "gap_ha": 0.4053}

=====

Run x
{"formula": "C3H6N2O2", "method": "the ωB97M-V functional and the def2-TZVPD basis", "elements": ["C", "O", "H", "H", "H", "H", "C", "H", "H", "O", "C", "N", "N"], "positions_angstrom": [[-0.255, -0.470, -0.378], [-1.297, 1.136, 1.011], [-0.060, -0.756, -1.340], [1.777, 0.391, 2.352], [-1.947, 0.763, -0.940], [-1.013, -1.151, 0.015], [-1.027, 0.854, -0.319], [1.815, -0.869, 0.285], [-0.250, 1.524, -0.647], [-0.169, 2.042, 2.734], [0.924, 0.470, 1.511], [-0.072, 1.179, 1.822], [1.002, -0.269, 0.348]], "smiles": "[O-][N+]1=CNCCO1", "gap_ha": 0.3114}

=====

Run y
{"formula": "C3H6N2O2", "method": "the ωB97M-V functional and the def2-TZVPD basis", "elements": ["H", "C", "O", "C", "H", "H", "H", "O", "N", "H", "H", "C", "N"], "positions_angstrom": [[0.977, -2.376, 0.932], [1.626, 0.574, -0.338], [1.784, -0.009, 0.959], [0.656, -0.588, 0.362], [-0.585, 1.076, 1.140], [2.498, 0.549, -0.984], [-1.335, -0.130, -1.456], [0.774, 1.583, -0.418], [-0.488, 0.441, 0.346], [-2.243, -0.603, -0.006], [-2.258, 1.103, -0.551], [-1.660, 0.196, -0.469], [0.254, -1.816, 0.483]], "gap_ha": [0.2897, 0.2776]}

=====

Run z
{"formula": "C3H6N2O2", "method": "the ωB97M-V functional and the def2-TZVPD basis", "elements": ["N", "C", "O", "H", "H", "H", "H", "H", "C", "O", "C", "H", "N"], "positions_angstrom": [[0.049, -1.368, 1.495], [-0.408, 1.290, -1.628], [-1.304, -0.891, 1.135], [1.133, -1.215, -0.325], [-0.324, 1.096, -2.691], [-1.019, 2.119, -1.297], [1.121, -0.800, -1.951], [-0.470, 0.521, 2.456], [0.256, 0.549, -0.742], [0.175, 0.898, 0.605], [-0.332, 0.010, 1.504], [-0.054, -1.748, 2.440], [1.175, -0.460, -1.001]], "smiles": "C=C(N)O[C@@H]1NO1", "gap_ha": 0.3397}

=====

It is run w that is most stable; the runner-up trails by 1.805 eV.

=====

Run w
{"formula": "C3H6N2O2", "method": "the ωB97M-V functional and the def2-TZVPD basis", "elements": ["N", "H", "C", "O", "H", "H", "H", "N", "O", "C", "H", "C", "H"], "positions_angstrom": [[1.325, 0.534, -1.280], [1.901, 1.328, 0.573], [1.489, 0.511, -0.028], [1.215, -0.580, 0.735], [-0.296, -1.993, 0.432], [-0.240, -1.180, 2.015], [1.672, 1.420, -1.648], [-1.616, -0.110, -0.767], [-1.240, 1.061, 1.149], [-1.077, 0.062, 0.475], [-1.165, -0.782, -1.370], [-0.127, -1.034, 0.938], [-1.842, 0.763, -1.225]], "smiles": "[H]/N=C/OCC(N)=O", "gap_ha": 0.4015}

=====

Run x
{"formula": "C3H6N2O2", "method": "the ωB97M-V functional and the def2-TZVPD basis", "elements": ["O", "H", "H", "C", "N", "H", "N", "C", "H", "H", "C", "O", "H"], "positions_angstrom": [[1.211, -1.013, -3.007], [-1.032, -2.215, 0.265], [-0.960, 2.538, 0.763], [-0.271, -1.461, 0.045], [1.050, -0.880, -1.833], [1.141, 0.514, 1.057], [-0.107, 2.141, 1.125], [-0.735, -0.079, 0.369], [0.690, 2.755, 1.050], [0.653, -1.692, 0.589], [0.128, 0.820, 0.834], [-0.024, -1.608, -1.360], [-1.743, 0.180, 0.101]], "smiles": "N/C=C/CON=O", "gap_ha": 0.3373}

=====

Run y
{"formula": "C3H6N2O2", "method": "the ωB97M-V functional and the def2-TZVPD basis", "elements": ["C", "H", "H", "C", "H", "N", "N", "O", "C", "H", "H", "O", "H"], "positions_angstrom": [[-1.843, 0.385, 0.683], [3.182, -0.074, -1.240], [-2.444, -0.490, 0.794], [1.300, -0.437, -0.211], [-1.130, 0.340, 1.517], [-1.129, 0.044, -0.560], [0.721, -1.448, 0.152], [3.171, 0.711, 0.563], [2.587, 0.085, -0.268], [-0.317, -1.217, -0.016], [-2.352, 1.360, 0.715], [-0.026, 0.844, -0.717], [-1.721, -0.102, -1.412]], "gap_ha": [0.3471, 0.3471]}

=====

It is run w that is most stable; the runner-up trails by 2.769 eV.

=====

Run w
{"formula": "C3H6N2O2", "method": "the ωB97M-V functional and the def2-TZVPD basis", "elements": ["N", "N", "H", "O", "C", "H", "C", "C", "O", "H", "H", "H", "H"], "positions_angstrom": [[-0.212, 0.098, -0.662], [0.396, -0.764, -1.510], [0.307, -1.776, -1.377], [1.875, 0.214, 2.061], [0.749, -0.044, 1.995], [-1.885, -1.034, -0.834], [-1.492, -0.151, -0.303], [0.380, 1.114, 0.000], [-0.311, -0.500, 2.068], [1.456, 1.274, -0.106], [-1.969, 0.099, 0.639], [-0.339, 1.927, 0.188], [1.045, -0.458, -2.159]], "gap_ha": 0.2814}

=====

Run x
{"formula": "C3H6N2O2", "method": "the ωB97M-V functional and the def2-TZVPD basis", "elements": ["N", "C", "O", "O", "C", "H", "C", "H", "H", "H", "H", "H", "N"], "positions_angstrom": [[-0.595, -0.571, 0.932], [-1.103, -0.562, -0.358], [1.264, 0.167, -0.197], [-2.261, 0.011, -0.605], [0.286, 0.666, -1.104], [0.553, 0.346, -2.113], [0.789, -0.321, 0.988], [-0.753, -1.401, -0.976], [0.258, 1.766, -1.040], [2.430, -0.169, 1.866], [-1.196, 0.615, -1.003], [-1.155, -0.037, 1.589], [1.483, -0.509, 2.020]], "gap_ha": 0.3730}

=====

It is run w that is most stable; the runner-up trails by 0.634 eV.

=====

Run w
{"formula": "C3H6N2O2", "method": "the ωB97M-V functional and the def2-TZVPD basis", "elements": ["O", "H", "H", "C", "O", "N", "C", "H", "C", "H", "H", "H", "N"], "positions_angstrom": [[1.301, -1.636, 0.370], [0.595, 2.059, -0.692], [0.879, -0.139, -1.104], [0.511, 1.771, 0.428], [-2.348, -0.395, -0.774], [0.072, 0.503, 0.680], [0.005, -1.853, -0.093], [1.487, 1.845, 0.910], [0.515, -0.498, -0.139], [0.034, -2.518, -1.059], [-0.543, -2.042, 0.801], [-0.292, 2.401, 0.778], [-2.216, 0.502, -0.105]], "gap_ha": [0.3397, 0.2875]}

=====

Run x
{"formula": "C3H6N2O2", "method": "the ωB97M-V functional and the def2-TZVPD basis", "elements": ["N", "N", "H", "O", "H", "H", "H", "C", "C", "O", "H", "C", "H"], "positions_angstrom": [[0.247, -1.389, -2.201], [0.742, 0.849, 0.645], [1.644, 0.887, 1.089], [-1.201, -1.026, -0.527], [1.173, -1.353, -2.591], [-1.300, 0.592, 1.112], [-0.348, -2.047, -2.672], [-0.321, 0.739, 1.589], [0.464, 0.674, -0.751], [0.050, 0.932, 2.728], [1.318, 0.813, -1.433], [-0.178, -0.700, -1.090], [-0.335, 1.494, -1.050]], "smiles": "NC(=O)CNC=O", "gap_ha": 0.3663}

=====

Run y
{"formula": "C3H6N2O2", "method": "the ωB97M-V functional and the def2-TZVPD basis", "elements": ["H", "N", "O", "C", "H", "H", "O", "H", "H", "N", "C", "C", "H"], "positions_angstrom": [[1.657, -1.716, 0.897], [0.788, 0.970, -0.309], [-1.145, -0.044, 0.544], [-1.645, -0.318, -0.769], [0.343, 1.912, -0.289], [-0.860, -0.748, -1.397], [2.345, 0.226, 0.450], [-2.019, 0.599, -1.232], [-2.469, -1.024, -0.646], [0.680, -0.045, 1.989], [1.552, -0.642, 1.012], [0.176, 0.155, 0.669], [1.122, 0.795, 2.363]], "gap_ha": [0.3025, 0.3025]}

=====

Run z
{"formula": "C3H6N2O2", "method": "the ωB97M-V functional and the def2-TZVPD basis", "elements": ["H", "H", "N", "O", "O", "H", "H", "H", "C", "N", "C", "H", "C"], "positions_angstrom": [[-0.592, 0.326, -1.662], [-2.688, -1.122, 0.083], [-3.007, -1.106, 0.967], [1.160, 2.826, 1.688], [2.929, 1.974, 0.491], [-2.271, -0.631, 1.546], [1.253, -1.586, 0.188], [-3.869, -0.446, 0.929], [2.027, 2.420, 1.074], [0.831, 0.608, 0.113], [-0.071, 0.079, -0.757], [1.970, -0.667, -1.057], [1.116, -0.740, -0.425]], "smiles": "C1=NC1.O=C=O.N", "gap_ha": 0.3725}

=====

It is run x that is most stable; the runner-up trails by 2.776 eV.

=====

Run w
{"formula": "C3H6N2O2", "method": "the ωB97M-V functional and the def2-TZVPD basis", "elements": ["O", "H", "H", "H", "H", "C", "C", "H", "O", "N", "N", "H", "C"], "positions_angstrom": [[1.503, 2.729, -0.611], [3.158, 3.037, 0.421], [-2.170, -2.574, 0.913], [-2.888, -2.522, -0.708], [1.671, 3.599, 1.112], [-2.301, -1.981, 0.036], [-0.530, -0.505, -0.106], [-2.871, -1.096, 0.403], [-1.004, -1.596, -0.555], [-0.610, 1.552, 1.043], [-0.866, 0.567, 0.346], [-0.678, 2.429, 0.441], [2.164, 3.163, 0.255]], "gap_ha": 0.3195}

=====

Run x
{"formula": "C3H6N2O2", "method": "the ωB97M-V functional and the def2-TZVPD basis", "elements": ["O", "H", "O", "H", "H", "N", "C", "C", "H", "H", "N", "H", "C"], "positions_angstrom": [[2.699, 0.059, 2.343], [-1.231, 1.002, -2.025], [-1.723, -0.114, 1.213], [2.110, -0.011, 0.411], [0.740, 0.163, -0.728], [0.501, -0.014, 1.730], [-1.190, 0.003, -1.576], [-0.580, -0.052, 0.814], [0.237, -0.024, 2.708], [-2.175, -0.243, -1.179], [-0.220, -0.028, -0.499], [-0.952, -0.771, -2.314], [1.853, 0.014, 1.484]], "smiles": "CNC(=O)NC=O", "gap_ha": 0.4026}

=====

It is run x that is most stable; the runner-up trails by 6.297 eV.